[1]
DFT (ωB97M-V/def2-TZVPD) results for a 2-piece molecular cluster, C18H20N4O7 overall.

## Properties
Spin multiplicity: 1
Kohn-Sham gap: 0.323 hartree
Highest occupied orbital energy: -0.34917 Eh
Charge: 0
Electronic energy: -39286.3239 eV
LUMO: -0.70 eV
SMILES: O=C1CC[C@H](N2C(=O)c3ccc(O)cc3C2=O)C(=O)N1.CNC(=O)CNC(C)=O

Cartesian coordinates (Å):
O -2.725176 -5.283597 4.331114
C -2.030296 -4.559428 3.645865
C -1.845191 -3.087257 4.000756
C -1.575583 -2.257699 2.737602
C -0.417588 -2.871543 1.928794
N -0.271151 -2.152564 0.655916
C 0.867396 -1.516890 0.213150
O 1.812784 -1.215813 0.928206
C 0.690558 -1.092012 -1.162224
C 1.503198 -0.381321 -2.049331
C 1.011445 -0.080941 -3.326715
C -0.268429 -0.501709 -3.712070
O -0.752018 -0.197973 -4.950391
C -1.061327 -1.230900 -2.822930
C -0.571162 -1.519707 -1.547005
C -1.141219 -2.221111 -0.413889
O -2.247536 -2.740993 -0.384760
C -0.620350 -4.392888 1.734942
O -0.076569 -5.004650 0.829755
N -1.333881 -5.140754 2.627658
H -1.008762 -2.997041 4.699428
H -2.746156 -2.721693 4.502113
H -1.332090 -1.225439 3.010909
H -2.488503 -2.233982 2.132507
H 0.501617 -2.762953 2.514302
H 2.496013 -0.052959 -1.748392
H 1.635323 0.486181 -4.010248
H -0.117682 0.355916 -5.433804
H -2.052258 -1.558354 -3.124310
H -1.567369 -6.091239 2.371502
C -0.049520 6.157639 -1.199021
N 0.224896 4.735407 -1.006699
C -0.712642 3.795387 -0.840043
O -1.912355 4.052588 -0.847747
C -0.260550 2.349892 -0.589766
N 0.989631 2.189050 0.172493
C 2.214691 2.410111 -0.298566
C 3.364087 2.105694 0.631295
O 2.426419 2.841441 -1.424116
H 0.885399 6.712698 -1.286355
H -0.638756 6.298787 -2.106900
H -0.619176 6.541607 -0.350619
H 1.184830 4.416336 -1.068067
H -0.138960 1.881976 -1.565865
H -1.065333 1.831947 -0.067881
H 0.917626 1.834362 1.113023
H 4.303560 2.290142 0.112055
H 3.317460 1.060808 0.935111
H 3.300656 2.745441 1.509216

Forces on atoms 1 to 2 (eV/Å):
O -0.18 0.35 -0.05
C -1.09 -0.80 2.23

Here are the Löwdin charges for atoms 1 to 4, given in e: 0.083 -0.438 -0.071 -0.121

---

[2]
DFT (ωB97M-V/def2-TZVPD) results for a single C19H20N2O6 molecule.

## Properties
Spin multiplicity: 1
Kohn-Sham gap: 0.298 hartree
Highest occupied orbital energy: -0.27468 Eh
Relative energy (zero: lowest compared OMol25 entry of this formula, charge and spin): 1.171 eV
Charge: 0
Electronic energy: -35292.7520 eV
LUMO: 0.63 eV
SMILES: COc1cc(NC(=O)CCn2c(=O)oc3ccccc32)cc(OC)c1OC

Cartesian coordinates (Å):
C -1.166538 -2.287525 -3.647675
O -1.632068 -2.878098 -2.457388
C -1.044942 -2.512711 -1.275036
C 0.060942 -1.673095 -1.216454
C 0.633221 -1.338993 0.001928
N 1.749150 -0.483911 -0.026261
C 2.221578 0.292703 0.976272
O 1.813279 0.287759 2.118002
C 3.370896 1.214440 0.555911
C 3.059256 2.061729 -0.687032
N 1.675594 2.459627 -0.744735
C 0.780575 1.918617 -1.638307
O 1.042154 1.119224 -2.500970
O -0.446420 2.430110 -1.399150
C -0.339943 3.282581 -0.332190
C -1.322869 4.028294 0.278923
C -0.929566 4.817880 1.350996
C 0.389681 4.853244 1.781389
C 1.378195 4.102125 1.164054
C 0.991459 3.312348 0.099342
C 0.119671 -1.848701 1.184914
C -0.989177 -2.680205 1.139959
O -1.581037 -3.219923 2.239207
C -1.028983 -2.932359 3.500612
C -1.590220 -3.021232 -0.087265
O -2.654823 -3.874931 0.010724
C -3.694931 -3.798596 -0.937917
H -1.217191 -1.195611 -3.606273
H -1.830757 -2.652080 -4.430284
H -0.140746 -2.594811 -3.874562
H 0.478967 -1.254993 -2.117144
H 2.104030 -0.324031 -0.959887
H 4.259992 0.610247 0.367724
H 3.572827 1.855950 1.414391
H 3.688296 2.957350 -0.692365
H 3.248318 1.503287 -1.608689
H -2.343690 3.993055 -0.062444
H -1.668593 5.415911 1.860517
H 0.654651 5.478949 2.619513
H 2.400019 4.132912 1.504275
H 0.575591 -1.570479 2.117286
H -0.001594 -3.301170 3.584121
H -1.658662 -3.454015 4.219870
H -1.044514 -1.858902 3.714736
H -4.529644 -4.340589 -0.492823
H -3.418087 -4.267768 -1.884777
H -3.993345 -2.763612 -1.125042

Forces on atoms 1 to 2 (eV/Å):
C 0.07 0.08 -0.20
O 0.03 -0.12 0.51

Here are the Löwdin charges for atoms 1 to 4, given in e: -0.072 -0.101 -0.184 0.032

---

[3]
DFT (ωB97M-V/def2-TZVPD) results for a 4-piece molecular cluster, C4H14O4 overall.

## Properties
Spin multiplicity: 2
Kohn-Sham gap (alpha / beta): 0.318 / 0.190 hartree
Highest occupied orbital energy (alpha / beta): -0.50766 / -0.50763 Eh
Relative energy (zero: lowest compared OMol25 entry of this formula, charge and spin): 1.228 eV
Charge: +1
Electronic energy: -12554.5085 eV
LUMO (alpha / beta): -5.17 / -8.63 eV

Cartesian coordinates (Å):
C 1.150396 -3.674672 0.218653
C -0.010570 -0.229876 -0.845059
O -1.113620 -0.594177 -1.669977
C 0.399499 -1.362063 -0.007468
C 0.810639 -2.544695 -0.632690
H 1.832929 -3.560004 1.063791
H 0.213477 -3.912971 0.737806
H 1.606760 -4.538637 -0.261295
H 0.779011 -0.019145 -1.584996
H -0.225934 0.728866 -0.363507
H -1.603363 -1.344579 -1.310520
H 0.582324 -1.290802 1.059634
H 0.626393 -2.622036 -1.699830
H 3.352910 2.223991 -0.328035
H 1.957069 2.575070 -0.474228
O 2.603406 2.460579 0.238049
H -1.072865 3.438731 0.096346
H -0.407165 2.821433 1.358260
O -0.753914 2.617298 0.484352
H -2.212389 1.520363 2.361854
H -2.523440 1.518144 0.849379
O -2.919336 1.574950 1.718690

Forces on atoms 1 to 2 (eV/Å):
C 0.97 -1.05 -0.10
C -0.87 0.22 -0.48

Here are the Löwdin charges for atoms 1 to 4, given in e: -0.032 -0.202 0.024 0.083

---

[4]
DFT (ωB97M-V/def2-TZVPD) results for a single C2H5N3S2 molecule.

## Properties
Spin multiplicity: 1
Kohn-Sham gap (alpha / beta): 0.188 / 0.190 hartree
Highest occupied orbital energy (alpha / beta): -0.29246 / -0.29246 Eh
Relative energy (zero: lowest compared OMol25 entry of this formula, charge and spin): 6.725 eV
Charge: 0
Electronic energy: -28289.9427 eV
LUMO (alpha / beta): -2.85 / -2.78 eV

Cartesian coordinates (Å):
C 1.605034 -1.520236 -0.051142
C -0.673709 0.617984 -0.137144
N 1.530098 -0.132609 -0.452453
N 0.574169 0.756126 -0.413549
N -1.508944 1.620063 0.149950
S 1.352380 2.277540 -0.130671
S 0.119072 -2.559856 0.266834
H 2.177472 -2.017239 -0.799886
H 2.076224 -1.589727 0.859395
H -1.114563 -0.333407 -0.428658
H -2.489574 1.456715 -0.174390
H -1.281726 2.595409 0.398244

Forces on atoms 1 to 2 (eV/Å):
C -4.57 0.57 -1.17
C -4.20 -0.67 -0.47

Here are the Löwdin charges for atoms 1 to 4, given in e: -0.652 -0.269 -0.011 -0.567

---

Q: What is the electronic energy in the second record?
A: -35292.7520 eV

---

Q: electronic energy of number 4 (C2H5N3S2)?
A: -28289.9427 eV